Molecular formula: C8H14N4
Method: DFT, ωB97M-V with the def2-TZVPD basis set

- LUMO level: 0.6 eV
- Gap between HOMO and LUMO: 7.69 eV
- ΔE to the lowest compared entry with this formula, charge and spin: 722.4 kJ/mol

```
! wB97M-V def2-TZVPD RIJCOSX def2/J DEFGRID3
* xyz 0 1
C 2.02182 -0.72595 -0.44408
C 1.11897 0.06357 1.89463
C 1.08464 -1.69369 -0.38871
C 0.66069 -1.38683 1.96962
C 2.31007 0.07952 0.82332
C 0.51005 -2.10517 0.83945
C -1.13888 0.60434 -1.93123
C -2.35250 0.19506 -1.00363
N -0.34843 1.91537 1.83320
N -0.00554 0.80476 1.37142
N -1.90069 0.70404 0.32517
N -0.78504 0.09198 0.63130
H 2.44928 -0.21773 -1.32987
H 1.35203 0.47605 2.83825
H 0.49395 -2.22290 -1.13742
H 0.07832 -1.77511 2.81434
H 3.18161 -0.22334 1.43741
H 2.44115 1.14215 0.63618
H 0.01341 -3.04280 0.96158
H -0.39243 -0.16311 -1.61544
H -1.38309 0.65408 -2.96506
H -0.72047 1.47812 -1.47299
H -3.32631 0.69263 -1.06483
H -2.39550 -0.87461 -0.85478
H 0.16287 2.10515 2.68282
H -1.81248 1.75262 0.47266
*
```

***

Molecular formula: C4H13O3
Method: DFT, ωB97M-V with the def2-TZVPD basis set

- LUMO level: 3.8 eV
- Gap between HOMO and LUMO: 7.88 eV
- ΔE to the lowest compared entry with this formula, charge and spin: 16.2 kJ/mol

```
! wB97M-V def2-TZVPD RIJCOSX def2/J DEFGRID3
* xyz -1 1
C 1.12308 -0.55237 0.37068
O 1.45665 0.14040 -0.77300
C -0.29059 -1.17272 0.50919
C -1.31240 -0.04645 0.73623
C -2.71307 -0.33020 0.20747
H 1.78918 -1.44253 0.45796
H 1.35161 0.07536 1.25423
H -0.30630 -1.87617 1.34681
H -0.45151 -1.73809 -0.41716
H -0.95026 0.83627 0.20389
H -1.32052 0.24752 1.78757
H -3.48691 0.42926 0.40480
H -3.14998 -1.17349 0.76070
H -2.72670 -0.54324 -0.85856
H 3.78139 1.11987 -0.09087
H 2.92552 0.04267 -0.80561
O 3.93607 0.33181 -0.63983
H 0.80899 1.48633 -1.33713
H -0.65671 1.87908 -1.62282
O 0.19248 2.28670 -1.49457
*
```

***

Molecular formula: C16H8BrCl4N2O3RhS
Method: DFT, ωB97M-V with the def2-TZVPD basis set

- LUMO level (alpha / beta): 2.1 / 2.1 eV
- Gap between HOMO and LUMO (alpha / beta): 5.59 / 5.95 eV
- ΔE to the lowest compared entry with this formula, charge and spin: 19.1 kJ/mol

```
! wB97M-V def2-TZVPD RIJCOSX def2/J DEFGRID3
* xyz -1 2
Rh -0.10574 -0.34521 0.17764
Cl -4.34924 -4.16312 3.83162
C -3.03576 -3.13570 3.35340
C -2.10771 -2.71083 4.28731
Cl -2.24041 -3.19843 5.94468
C -1.05623 -1.87867 3.88443
Cl 0.12931 -1.32979 5.02066
C -0.92102 -1.46596 2.56107
O 0.05828 -0.68651 2.15919
C -1.87667 -1.90335 1.59131
O -1.73369 -1.53473 0.34041
C -2.91352 -2.73302 2.01852
Cl -4.05528 -3.26324 0.82591
O -0.20953 -0.22709 -1.87633
N -0.77961 0.86415 -2.39068
C -1.07145 0.79093 -3.70855
C -1.61801 1.84135 -4.38810
C -1.87646 3.01879 -3.67434
C -1.57995 3.07252 -2.34054
C -1.01838 1.97982 -1.64232
S -0.68186 2.01991 0.02807
H -0.83041 -0.16846 -4.13942
H -1.84137 1.73997 -5.43923
H -2.31291 3.87698 -4.16850
H -1.77230 3.96041 -1.75510
Br 6.53668 1.13376 -0.26155
C 4.68675 0.73655 -0.12036
C 3.80397 1.71132 0.30261
C 2.46245 1.37393 0.37915
N 2.00342 0.16186 0.06704
C 2.87108 -0.76482 -0.33426
C 4.23021 -0.52669 -0.44582
H 4.13638 2.70486 0.56389
H 1.71503 2.09010 0.69391
H 2.45388 -1.73468 -0.57121
H 4.90009 -1.30690 -0.77452
*
```

***

Molecular formula: C31H49GaN13O3S
Method: DFT, ωB97M-V with the def2-TZVPD basis set

- LUMO level: 1.4 eV
- Gap between HOMO and LUMO: 6.91 eV

```
! wB97M-V def2-TZVPD RIJCOSX def2/J DEFGRID3
* xyz -1 1
C -1.67963 -1.42296 0.48775
C -1.30927 -0.29271 -0.53971
O -0.02160 0.27489 -0.32798
C 1.00249 -0.37084 -1.09289
C 1.59810 -1.59867 -0.32157
Ga 3.62971 -1.72731 -0.46873
C 4.56473 -1.08862 1.27509
C 3.61687 -0.67311 2.35077
O 3.23426 0.44958 2.56954
O 3.13194 -1.71144 3.17817
N 4.15311 -3.62223 -0.75788
C 3.25707 -4.39429 -0.70136
S 2.00169 -5.40430 -0.99014
H -2.59955 -1.14696 1.03706
H -0.89886 -1.55387 1.25010
H -1.89235 -2.37455 -0.02685
H -1.49920 -0.59820 -1.58400
H -2.03620 0.52257 -0.32982
H 1.79599 0.38228 -1.27273
H 0.66046 -0.71933 -2.08609
H 1.06829 -2.48882 -0.71524
H 1.30712 -1.49167 0.74367
H 4.23428 -0.90291 -1.70098
H 5.27659 -0.27913 1.03788
H 5.18550 -1.94555 1.60758
H 2.22277 -1.84626 2.86775
C 8.12921 0.33660 0.32507
C 7.57523 -0.38309 -0.83544
N 7.14507 -0.96302 -1.72763
H 8.97838 -0.18824 0.74557
H 8.45456 1.33311 0.05199
H 7.37438 0.42552 1.08432
C -1.30128 -0.87886 -5.40075
C -2.09495 -0.71715 -4.18930
N -2.71868 -0.58962 -3.23361
H -1.85863 -0.58167 -6.28538
H -0.39610 -0.27479 -5.36947
H -0.99557 -1.91662 -5.53884
C -5.58152 1.75924 0.44416
C -4.66084 1.27088 1.46161
N -3.92923 0.89878 2.26441
H -6.53465 2.05726 0.88017
H -5.17805 2.62552 -0.07438
H -5.79166 0.99790 -0.30798
C -0.85203 -2.15158 -9.15853
C -0.40233 -0.92483 -8.51419
N -0.05128 0.03920 -7.99858
H -1.78446 -1.99485 -9.70205
H -0.11545 -2.51923 -9.87265
H -1.02661 -2.94939 -8.43068
C -5.16154 5.97973 1.43125
C -5.83846 5.28081 0.35157
N -6.37384 4.72333 -0.49830
H -4.37923 5.34690 1.87276
H -4.69031 6.89646 1.07637
H -5.85506 6.25632 2.22697
C 8.43479 1.91367 4.84910
C 8.53911 1.57549 3.44056
N 8.57729 1.31125 2.32070
H 8.58957 2.97827 5.01868
H 7.45602 1.66161 5.24299
H 9.17208 1.37555 5.44402
C 4.26874 2.52394 4.97992
C 5.38754 3.08002 5.73561
N 6.27288 3.51610 6.32494
H 4.56359 2.26196 3.96304
H 3.88277 1.62014 5.45014
H 3.44668 3.23528 4.90980
C -0.99039 3.31277 -0.12753
C -2.05432 3.75843 0.76060
N -2.89513 4.10982 1.45931
H -0.56491 2.36113 0.20144
H -1.35729 3.17134 -1.14400
H -0.17904 4.03956 -0.16818
C 7.95929 -2.41103 3.34619
C 8.26956 -1.77044 4.61796
N 8.51398 -1.25971 5.61711
H 6.89486 -2.34443 3.11873
H 8.50043 -1.94174 2.52474
H 8.22828 -3.46688 3.35860
C -3.84224 -5.76798 -9.36421
C -2.59732 -5.22109 -8.84304
N -1.61740 -4.78941 -8.43072
H -3.70602 -6.17638 -10.36523
H -4.21766 -6.56967 -8.72906
H -4.61647 -5.00331 -9.42223
C -9.24823 -0.21531 1.88949
C -8.81573 -0.48877 0.52556
N -8.46328 -0.69650 -0.54647
H -8.82196 0.71752 2.25852
H -10.33170 -0.12767 1.95968
H -8.94114 -1.00692 2.57232
C -8.54543 1.45052 5.58166
C -9.82018 0.87290 5.17354
N -10.82318 0.41759 4.85065
H -8.60079 1.85715 6.59096
H -7.75070 0.70476 5.57000
H -8.24637 2.26024 4.91631
*
```

***

Molecular formula: C15H32GaIO7PS
Method: DFT, ωB97M-V with the def2-TZVPD basis set

- LUMO level: 2.3 eV
- Gap between HOMO and LUMO: 7.65 eV

```
! wB97M-V def2-TZVPD RIJCOSX def2/J DEFGRID3
* xyz -1 1
C 1.26273 -3.95029 -1.94604
C 2.12702 -4.58589 -0.86382
C 3.55066 -4.00893 -0.83220
C 4.16327 -3.97263 0.59547
C 4.55583 -2.53715 0.97111
C 3.27860 -1.75390 1.27606
C 3.60784 -0.39558 1.90904
C 2.51713 0.18020 2.82306
Ga 0.60717 0.16820 2.10909
I -0.37696 -2.21058 1.58615
C 0.29096 1.43733 0.55731
C 0.57699 0.84575 -0.83106
O -0.64458 0.79562 -1.60625
C -0.59539 1.40380 -2.79236
O 0.25822 1.27975 -3.56794
P -0.76373 1.01030 3.87559
O -1.68164 2.03968 3.37925
O -1.64861 -0.14603 4.60424
O 0.16413 1.61253 5.09576
H 0.39761 -4.56699 -2.17310
H 1.80998 -3.78296 -2.86671
H 0.86105 -3.02609 -1.54224
H 2.23445 -5.65515 -1.04750
H 1.65608 -4.46239 0.10462
H 3.55485 -2.99068 -1.21275
H 4.16674 -4.60892 -1.49397
H 5.02827 -4.63121 0.59444
H 3.43271 -4.34120 1.30604
H 5.11848 -2.09927 0.15162
H 5.14682 -2.59593 1.88286
H 2.72538 -2.32863 2.01054
H 2.71658 -1.56124 0.36727
H 4.49645 -0.55457 2.52819
H 3.92744 0.31576 1.15233
H 2.52493 -0.26241 3.81606
H 2.76188 1.23681 2.97070
H 0.81021 2.38252 0.68965
H -0.76781 1.67426 0.61265
H 1.32824 1.45807 -1.31126
H 0.96393 -0.16710 -0.75374
H -1.46644 2.03517 -2.99882
H -1.64738 -0.94555 4.05449
H 0.92901 2.02602 4.67397
C -5.80088 2.39449 -1.71485
C -5.23307 3.26951 -0.58989
C -3.91203 3.86219 -1.09343
S -4.06097 3.97038 -2.88013
O -3.10334 3.06863 -3.47229
O -4.14268 5.35267 -3.27819
C -5.68283 3.22462 -2.99057
H -6.83343 2.10570 -1.52182
H -5.20685 1.48266 -1.80734
H -5.93651 4.07453 -0.36439
H -5.08119 2.70149 0.32643
H -3.72958 4.85624 -0.69378
H -3.06794 3.21142 -0.86721
H -5.75212 2.63386 -3.90128
H -6.41567 4.03109 -3.00907
*
```

***

Molecular formula: C2H2N2O3
Method: DFT, ωB97M-V with the def2-TZVPD basis set

- LUMO level (alpha / beta): -3.3 / -3.4 eV
- Gap between HOMO and LUMO (alpha / beta): 7.22 / 6.86 eV
- ΔE to the lowest compared entry with this formula, charge and spin: 716.1 kJ/mol

```
! wB97M-V def2-TZVPD RIJCOSX def2/J DEFGRID3
* xyz 0 1
C -0.18825 -2.73844 0.33419
C 0.25224 -0.15051 -0.07099
N -0.32564 -3.72585 0.89408
N 0.71907 0.00278 1.30976
O 1.69568 -0.61464 1.62844
O 0.11820 0.78154 1.98836
O -0.79815 0.55599 -0.36494
H 0.70049 -0.63996 -0.86712
H -1.15994 1.16332 0.28495
*
```

***

Molecular formula: C5H7NO3
Method: DFT, ωB97M-V with the def2-TZVPD basis set

- LUMO level (alpha / beta): 1.0 / -3.5 eV
- Gap between HOMO and LUMO (alpha / beta): 8.56 / 6.67 eV
- ΔE to the lowest compared entry with this formula, charge and spin: 391.7 kJ/mol

```
! wB97M-V def2-TZVPD RIJCOSX def2/J DEFGRID3
* xyz 0 3
C -1.47867 -0.34446 -0.52185
C -1.26875 0.75843 0.63792
C -0.17046 -1.20392 -0.45085
C 0.14244 1.17929 0.34098
C 0.84234 -0.04253 -0.32680
N 2.19272 -0.26116 0.03765
O 2.90486 0.69094 0.24535
O 2.48831 -1.39565 0.33729
O 0.56545 1.18982 -0.96455
H -2.43424 -0.83565 -0.37396
H -1.23128 0.27863 -1.38511
H -2.01946 1.57243 0.52153
H -1.28841 0.29563 1.67840
H -0.09787 -1.81831 0.46385
H 0.06203 -1.82802 -1.32462
H 0.79097 1.76453 1.08477
*
```

***

Molecular formula: C21H23NO
Method: DFT, ωB97M-V with the def2-TZVPD basis set

- SMILES: c1ccc(CNCC[C@H](Cc2ccccc2)c2ccco2)cc1
- LUMO level: 0.9 eV
- Gap between HOMO and LUMO: 9.37 eV
- ΔE to the lowest compared entry with this formula, charge and spin: 77.0 kJ/mol

```
! wB97M-V def2-TZVPD RIJCOSX def2/J DEFGRID3
* xyz 0 1
C 5.74773 2.14354 2.50653
C 5.33537 0.94316 1.95129
C 4.28396 0.91841 1.05412
C 3.62650 2.09203 0.70582
C 2.48990 2.04519 -0.28260
N 1.63990 0.89327 -0.04059
C 0.85155 1.01526 1.17021
C 0.02303 -0.24167 1.43087
C -1.23356 -0.34437 0.55465
C -2.16582 -1.45943 1.07893
C -3.38347 -1.56887 0.20736
C -4.44680 -0.69022 0.37213
C -5.54604 -0.74688 -0.46533
C -5.59447 -1.68283 -1.48434
C -4.54095 -2.56379 -1.65614
C -3.44401 -2.50639 -0.81520
C -0.90010 -0.62399 -0.87425
C -1.25210 0.02461 -2.02273
C -0.69438 -0.72362 -3.08890
C -0.05214 -1.77109 -2.50911
O -0.17469 -1.72150 -1.17214
C 4.04127 3.28969 1.27018
C 5.09904 3.31662 2.16311
H 6.57092 2.16427 3.20575
H 5.83787 0.02454 2.21801
H 3.94911 -0.01049 0.61875
H 1.93132 2.99877 -0.24454
H 2.90610 1.94207 -1.29082
H 1.02332 0.74947 -0.83394
H 1.55704 1.15529 1.99574
H 0.18594 1.89932 1.14905
H -0.28684 -0.23803 2.47777
H 0.65304 -1.11539 1.26178
H -1.77747 0.60596 0.58630
H -1.61612 -2.40182 1.07909
H -2.45552 -1.22388 2.10495
H -4.41299 0.04269 1.16628
H -6.36713 -0.05897 -0.32352
H -6.45136 -1.72659 -2.14042
H -4.57312 -3.29778 -2.44822
H -2.62511 -3.19790 -0.95352
H -1.83588 0.91940 -2.09961
H -0.76725 -0.50785 -4.13505
H 0.50847 -2.58672 -2.92064
H 3.53482 4.20877 1.00891
H 5.41432 4.25581 2.59445
*
```